Entry from OMol25: a single C19H16N2O2S2 molecule in a non-equilibrium geometry (wB97M-V/def2-TZVPD).

The geometry in XYZ format:
```
41
Properties=species:S:1:pos:R:3:nbo_charge:R:1
C -2.918 -1.478 -1.657 -0.638
C -1.475 -1.430 -1.186 -0.034
C -1.154 -1.616 0.198 -0.024
C -2.045 -2.141 1.263 -0.598
S -3.292 -0.942 1.786 0.288
C -2.647 0.668 2.205 -0.114
S -3.655 1.912 2.048 -0.083
N -1.337 0.839 2.732 -0.611
C -0.714 2.181 2.752 -0.260
C 0.140 2.477 1.540 -0.085
C -0.499 2.575 0.260 -0.160
C 0.236 2.733 -0.855 -0.269
C 1.601 2.658 -0.727 0.034
N 2.319 2.612 0.364 -0.405
C 1.589 2.408 1.548 0.027
C 0.349 -1.590 0.632 0.559
O 0.552 -1.008 1.660 -0.532
C 1.361 -1.478 -0.492 -0.125
C 2.720 -1.559 -0.161 -0.160
C 3.732 -1.618 -1.055 -0.197
C 3.399 -1.566 -2.413 -0.171
C 2.010 -1.377 -2.758 -0.187
C 1.009 -1.340 -1.842 -0.067
C -0.408 -1.187 -2.189 0.494
O -0.667 -1.009 -3.387 -0.522
H -2.959 -2.238 -2.372 0.233
H -3.674 -1.659 -0.774 0.225
H -3.206 -0.630 -2.158 0.239
H -2.621 -3.043 0.908 0.267
H -1.543 -2.344 2.127 0.236
H -0.785 0.004 2.728 0.422
H 0.004 2.258 3.667 0.209
H -1.411 2.980 3.044 0.256
H -1.621 2.689 0.152 0.234
H -0.310 2.970 -1.779 0.229
H 2.193 2.952 -1.541 0.186
H 2.018 2.235 2.536 0.199
H 3.045 -1.576 0.847 0.221
H 4.696 -1.653 -0.697 0.217
H 4.228 -1.563 -3.155 0.226
H 1.738 -1.108 -3.800 0.245
```

Kohn-Sham gap = 6.962 eV
Relative energy (zero: lowest compared OMol25 entry of this formula, charge and spin) = 197.6 kJ/mol
SMILES = CC1=C(CSC(=S)NCc2cccnc2)C(=O)c2ccccc2C1=O
E_tot = -1789.8933 Eh
Largest force on an atom = 5.5 eV Å⁻¹